(1)
70
Properties=species:S:1:pos:R:3:forces:R:3:lowdin_charge:R:1 method="wB97M-V/def2-TZVPD" de_lowest_ev=0.0000 gap_ev="3.605 / 3.354" energy_ev=-130712.326 e_lumo_ev="-15.721 / -15.972" multiplicity=1 charge=+4 homo_ev="-19.33 / -19.33"
Sn 0.486867 0.044361 -0.672740 -0.02 3.35 -0.62 1.18
P 0.331506 -3.094912 -1.061941 -0.49 -1.44 1.58 0.83
P 2.365560 0.191991 1.126232 2.03 0.63 0.68 0.78
P -2.180301 0.427093 -0.360131 -2.06 0.66 -0.30 0.81
H 1.677493 4.838759 0.624462 -0.44 0.03 0.06 0.07
C 0.584281 4.878520 0.707541 -0.20 0.02 0.35 -0.05
C -0.068967 4.407877 1.781147 0.10 -0.04 -0.52 -0.09
H 0.453238 3.949855 2.626350 -0.15 0.24 -0.22 0.05
C 1.037281 -3.061977 -2.702993 0.28 1.06 -0.72 -0.17
C 1.531633 -3.772550 0.073179 0.16 -0.15 0.01 -0.18
C -1.241014 -3.948882 -1.032337 -0.09 0.15 -0.08 -0.17
C 2.281988 1.766386 2.020257 -0.79 0.20 0.06 -0.19
C 2.789116 -1.047302 2.388203 -0.79 -0.67 0.01 -0.18
C 3.844120 0.346852 0.070967 -0.49 -0.24 -0.52 -0.21
C -2.500428 2.077908 0.339609 0.78 0.18 0.33 -0.20
C -3.260259 -0.710201 0.585365 0.78 -0.60 0.45 -0.19
C -2.991935 0.460509 -1.997537 0.87 -0.31 -0.44 -0.20
H 0.059152 5.428615 -0.084589 0.22 -0.32 0.32 0.07
H -1.155844 4.500979 1.875022 0.40 0.13 0.04 0.06
H 1.096439 -4.105541 -3.059710 -0.20 0.06 0.40 0.12
H 2.061635 -2.662662 -2.722058 -0.22 -0.10 0.19 0.08
H 0.442469 -2.497926 -3.432965 -0.04 -0.15 0.20 0.07
H 1.764959 -4.786723 -0.255235 0.20 -0.09 0.15 0.10
H 1.132759 -3.780053 1.091359 -0.05 -0.19 -0.14 0.06
H 2.443312 -3.161461 0.070604 -0.09 -0.22 -0.19 0.07
H -1.094356 -4.963870 -1.410111 -0.15 -0.04 0.02 0.10
H -1.961171 -3.414859 -1.664956 0.13 -0.20 -0.04 0.08
H -1.629917 -3.959188 -0.007911 0.14 -0.19 -0.12 0.07
H 3.302933 2.156757 2.137288 -0.11 -0.23 -0.16 0.10
H 1.848625 1.597050 3.014582 0.05 0.00 -0.26 0.07
H 1.669549 2.511150 1.496003 0.21 -0.06 0.04 0.02
H 3.858990 -0.967558 2.634173 -0.19 0.21 -0.30 0.10
H 2.584467 -2.067848 2.040563 0.17 0.24 0.19 0.04
H 2.204770 -0.872481 3.301200 0.05 -0.01 -0.29 0.07
H 4.687809 0.670521 0.693729 -0.20 -0.08 -0.03 0.09
H 3.657872 1.084212 -0.719252 0.12 -0.03 0.16 0.06
H 4.081064 -0.616340 -0.398050 0.07 0.17 0.11 0.07
H -3.335072 2.553854 -0.195898 0.19 -0.30 -0.01 0.10
H -1.608298 2.711716 0.250857 -0.23 0.08 0.03 0.03
H -2.756393 1.988077 1.404506 0.11 -0.04 -0.29 0.07
H -4.298209 -0.642133 0.224665 0.38 0.22 -0.22 0.10
H -3.238838 -0.461567 1.653330 0.12 -0.05 -0.30 0.06
H -2.914505 -1.745869 0.469445 -0.23 0.16 0.07 0.04
H -4.029846 0.805325 -1.884433 0.27 -0.08 0.22 0.10
H -2.993846 -0.549683 -2.429043 -0.09 0.23 0.04 0.07
H -2.453433 1.128262 -2.680008 -0.14 -0.08 0.09 0.04
C 0.727919 1.786122 -3.006304 -1.98 -0.17 0.01 -0.41
C 0.986364 0.714972 -3.895755 -0.46 -0.07 1.36 -0.02
C 0.284877 0.650217 -5.098897 -0.72 0.29 -1.09 -0.02
C -0.612048 1.663674 -5.465636 0.24 -0.50 -0.07 -0.01
C -0.881434 2.696770 -4.554124 -0.01 0.21 -0.58 0.00
C -0.232291 2.773353 -3.324072 1.08 -0.34 0.29 0.01
O 1.174237 1.768479 -1.722199 0.05 -1.63 1.78 -0.30
H -0.064717 -2.001452 -0.132552 0.34 -0.30 -1.37 -0.07
H 1.689752 -0.065665 -3.593788 0.25 0.40 -0.28 0.10
H 0.436901 -0.198914 -5.765683 0.03 0.26 0.09 0.13
H -1.127370 1.636206 -6.439878 0.35 -0.02 0.64 0.14
H -1.627462 3.448949 -4.810259 0.09 -0.18 0.08 0.14
H -0.461695 3.544360 -2.580378 0.13 -0.22 -0.40 0.14
Br -0.583521 -4.103525 4.858289 -0.12 0.90 -0.38 0.84
C -0.732832 -2.285687 4.274176 0.04 -0.49 -0.41 -0.62
C -0.919506 -1.251412 5.194719 0.05 0.15 -0.32 -0.04
C -0.977377 0.059722 4.713323 0.04 -0.19 -0.51 0.00
C -0.827108 0.275603 3.335313 0.02 0.21 0.63 -0.17
N -0.644743 -0.713968 2.455105 0.05 -0.21 -0.67 -0.02
C -0.636049 -1.979619 2.903021 0.11 0.16 0.98 -0.22
H -1.014833 -1.483771 6.250772 0.01 0.12 -0.08 0.13
H -1.131530 0.915237 5.368786 0.02 -0.28 -0.04 0.14
H -0.856843 1.295615 2.936682 0.05 -0.30 0.13 0.10
H -0.535977 -2.780283 2.170583 -0.01 0.10 0.19 0.07

---

(2)
17
Properties=species:S:1:pos:R:3:forces:R:3:lowdin_charge:R:1 method="wB97M-V/def2-TZVPD" smiles="C=NCCCC[O-]" de_lowest_ev=0.7063 gap_ev=5.600 energy_ev=-8883.411 e_lumo_ev=3.437 multiplicity=1 charge=-1 homo_ev=-2.16
C -3.036526 -0.379493 -1.038621 -0.13 -0.07 -0.64 -0.09
N -1.963220 0.195136 -1.355726 -0.23 0.06 -0.12 -0.04
C -1.096100 0.624794 -0.284207 0.38 0.10 0.40 -0.29
C 0.326353 0.059703 -0.442313 -0.39 0.91 -0.49 -0.24
C 1.101350 0.087191 0.850512 0.32 -0.66 0.75 -0.25
C 2.609881 -0.317158 0.738547 -0.42 0.07 0.10 -0.60
O 3.167719 -0.645842 1.900955 0.14 0.09 0.17 -0.37
H -3.690469 -0.740166 -1.839955 0.05 0.06 0.19 0.05
H -3.366430 -0.546068 -0.012445 0.07 -0.02 0.24 0.06
H -1.064903 1.719503 -0.259911 0.07 -0.03 -0.25 0.11
H -1.500012 0.339830 0.690701 -0.11 -0.25 0.21 0.09
H 0.239354 -0.933268 -0.887438 0.16 -0.17 0.25 0.10
H 0.831259 0.683771 -1.196116 0.04 -0.20 0.05 0.11
H 1.072849 1.061746 1.357930 -0.18 0.02 -0.22 0.10
H 0.683092 -0.636544 1.571213 -0.06 0.14 -0.18 0.10
H 3.064623 0.575288 0.224869 0.24 -0.05 -0.21 0.07
H 2.621184 -1.148416 -0.018001 0.07 0.00 -0.24 0.07

---

(3)
92
Properties=species:S:1:pos:R:3:forces:R:3:lowdin_charge:R:1 method="wB97M-V/def2-TZVPD" smiles="COC[C@H](C)N.COC[C@H](C)N.COC[C@H](C)N.COC[C@H](C)N.NC(N)=O.NC(N)=O.NC(N)=O" de_lowest_ev=1.3926 gap_ev=9.343 energy_ev=-49845.180 e_lumo_ev=0.197 multiplicity=1 charge=0 homo_ev=-9.15
C 3.743364 -4.942469 -1.764951 0.35 -0.41 0.79 -0.12
O 4.242022 -3.754009 -2.311159 0.63 0.54 -0.76 -0.18
C 4.011760 -2.624131 -1.486222 -0.96 -0.43 -0.65 -0.20
C 4.372433 -1.294328 -2.139170 1.24 0.17 -0.78 -0.41
C 5.837324 -1.060589 -2.525448 0.03 0.11 0.10 -0.05
N 3.931944 -0.205826 -1.263943 0.10 0.12 0.56 0.03
H 4.433958 -5.327229 -1.002930 -0.05 0.09 0.16 0.09
H 3.678308 -5.734291 -2.507508 -0.08 0.33 -0.36 0.09
H 2.770164 -4.808506 -1.282066 -0.12 0.07 -0.16 0.09
H 2.914405 -2.567157 -1.469970 -0.05 0.13 0.97 0.11
H 4.464395 -2.794361 -0.505148 -0.07 0.29 0.17 0.14
H 3.835018 -1.273599 -3.091507 -0.42 0.18 0.24 0.13
H 6.483134 -0.970604 -1.646002 0.08 -0.72 0.02 0.08
H 5.974125 -0.067705 -2.966958 -0.42 -0.08 -0.32 0.07
H 6.162438 -1.797315 -3.260609 0.32 -0.07 0.31 0.08
H 4.005153 0.678856 -1.752365 -0.23 -0.09 -0.32 0.06
H 4.645394 -0.070747 -0.546543 -0.11 -0.38 0.16 0.10
C 2.057864 1.409213 -3.498559 -0.89 -0.62 -0.09 -0.10
O 1.651214 0.272114 -4.252040 0.26 0.45 0.68 -0.19
C 2.318772 0.147723 -5.496978 -1.27 0.38 -0.26 -0.20
C 1.859754 1.222779 -6.517041 0.06 -0.18 0.90 -0.45
C 0.354031 1.253048 -6.703599 -0.27 -0.44 -0.64 -0.05
N 2.550973 0.984652 -7.790970 0.23 0.53 0.31 0.03
H 3.118091 1.330893 -3.267658 0.32 0.51 -0.44 0.06
H 1.540164 1.403304 -2.540325 -0.19 -0.31 -0.05 0.06
H 1.731693 2.312484 -4.012265 0.55 0.31 0.02 0.08
H 3.403936 0.216169 -5.358426 0.10 -0.31 -0.09 0.12
H 1.950221 -0.824485 -5.825458 0.65 -0.11 -0.38 0.13
H 2.112741 2.180797 -6.043272 0.29 0.17 -0.35 0.12
H -0.183392 1.778625 -5.916640 0.13 -0.01 0.09 0.07
H -0.078129 0.253815 -6.801548 0.14 -0.08 0.18 0.09
H 0.127985 1.729555 -7.661951 -0.02 0.25 0.13 0.08
H 2.327135 1.756951 -8.414509 -0.19 -0.19 -0.09 0.07
H 3.547670 1.116934 -7.627506 0.01 -0.28 -0.05 0.07
C -4.212414 -1.821928 -0.192361 -0.38 1.73 -1.59 -0.14
O -3.258335 -2.393161 0.639553 -0.04 -0.63 0.35 -0.17
C -3.486371 -2.067882 1.995539 0.04 0.01 0.46 -0.21
C -2.383243 -2.579370 2.904180 0.78 0.10 0.19 -0.43
C -2.429822 -4.056408 3.313893 -0.50 0.17 -1.44 -0.05
N -2.431290 -1.803256 4.148085 -0.24 0.04 -0.02 0.06
H -4.041879 -2.067249 -1.244634 0.23 -0.61 0.27 0.09
H -4.128653 -0.719360 -0.237146 0.19 -0.05 0.48 0.08
H -5.281281 -1.973996 -0.007381 0.18 -0.69 0.60 0.09
H -3.471950 -0.974602 2.100544 -0.28 0.04 -0.04 0.12
H -4.441968 -2.467132 2.356989 -0.15 0.16 -0.19 0.13
H -1.446209 -2.341831 2.377248 0.06 -0.37 -0.07 0.12
H -2.272271 -4.731956 2.467291 0.35 0.21 -0.09 0.08
H -3.452784 -4.303274 3.603427 0.19 0.08 0.74 0.08
H -1.660654 -4.249899 4.056108 -0.26 -0.18 0.26 0.07
H -2.245978 -0.822023 3.977325 0.04 0.00 -0.06 0.04
H -1.670250 -2.100271 4.745829 -0.06 -0.08 0.10 0.05
C -2.328571 1.654270 3.914024 0.85 0.75 -0.35 -0.13
O -1.532825 0.986323 4.864401 -0.11 0.30 0.08 -0.21
C -2.101043 1.044120 6.166398 -0.13 -0.97 -0.46 -0.21
C -0.999252 0.682702 7.167889 -1.34 0.90 0.13 -0.43
C -0.376025 -0.654960 6.895573 0.61 -0.19 -0.72 -0.07
N -1.653040 0.609940 8.492016 0.13 0.22 -0.31 0.03
H -3.356281 1.285734 3.895155 -0.06 0.04 -0.09 0.10
H -1.822304 1.575524 2.953102 -0.09 -0.79 -0.04 0.05
H -2.276813 2.743927 4.040042 -0.52 0.00 0.56 0.10
H -2.570569 2.022744 6.322098 0.38 0.15 0.28 0.12
H -2.918522 0.309066 6.221186 0.05 -0.06 0.10 0.13
H -0.318557 1.537918 7.078060 0.51 -0.35 0.19 0.14
H 0.418089 -0.841484 7.620254 -0.20 -0.26 0.15 0.08
H 0.096585 -0.728556 5.912217 0.00 0.35 0.00 0.08
H -1.141017 -1.431734 6.902926 0.01 -0.02 0.44 0.08
H -0.960805 0.668605 9.229172 -0.06 0.01 0.03 0.07
H -2.283417 1.397861 8.593922 0.07 0.01 0.21 0.07
N -1.257921 3.542249 0.812066 0.03 0.03 0.60 0.14
C -2.600976 3.788881 0.745522 -0.32 1.29 -1.88 -0.68
N -3.402501 2.721491 0.992634 0.55 0.16 0.37 0.18
O -3.017363 4.869880 0.312291 0.13 -0.82 0.65 -0.01
H -0.720803 4.197842 0.274827 0.21 0.05 0.33 0.09
H -0.895472 2.633425 1.081705 0.10 0.08 -0.40 0.04
H -4.393276 2.877099 0.994965 0.00 -0.17 0.22 0.11
H -2.934826 1.961103 1.451792 -0.68 -0.47 -0.04 0.05
N 0.331436 -1.271260 0.318222 -0.67 0.73 0.62 0.18
C 0.359587 0.071768 0.526934 0.32 0.84 -0.75 -0.63
N 1.494230 0.687123 0.072983 -0.19 -0.27 0.47 0.15
O -0.584654 0.730814 0.988006 0.19 -0.72 -0.13 -0.03
H -0.582188 -1.686736 0.419168 0.28 -0.48 0.02 0.09
H 1.166717 -1.747838 0.045321 -0.15 -0.35 -0.21 0.08
H 1.488174 1.689510 0.103103 0.17 -0.01 0.19 0.10
H 2.312195 0.181160 -0.282175 -0.32 0.27 -0.14 0.04
N -1.565943 3.802617 -3.592183 -0.53 -0.12 -0.51 0.15
C -2.198878 2.705064 -3.056147 -0.79 -0.70 -0.13 -0.68
N -1.541482 2.115159 -2.020669 0.40 0.85 -0.80 0.17
O -3.253251 2.284281 -3.514264 0.52 0.15 -0.02 0.02
H -0.791477 4.284789 -3.183797 0.02 0.04 0.17 0.08
H -2.149750 4.278193 -4.259499 0.20 0.25 0.10 0.10
H -0.883414 2.734339 -1.591971 0.21 -0.69 0.76 0.06
H -1.834462 1.230122 -1.660510 -0.10 0.10 0.38 0.10

---

Number 1: M 627.11 g mol⁻¹, maximum force 0.06633 hartree/bohr. Number 2: M 100.14 g mol⁻¹, maximum force 0.02143 hartree/bohr. Number 3: M 536.72 g mol⁻¹, maximum force 0.04630 hartree/bohr.